## i
Here is 5 unconnected molecules or ions with the total composition C23H45NO7 from the OMol25 dataset. Energies are from ωB97M-V/def2-TZVPD.

Last column: Löwdin charge in e.
Geometry (Å):
C: 6.143 -1.536 -0.825  -0.13
C: 4.963 -0.646 -1.447  -0.22
C: 3.553 -1.446 -1.516  -0.16
N: 2.381 -0.528 -1.632  -0.07
C: 2.279 0.058 -2.993  -0.09
C: 1.686 1.656 -2.831  -0.17
C: 1.560 2.176 -1.255  -0.03
O: 2.664 2.659 -2.288  -0.17
C: 1.144 -1.137 -1.183  -0.40
O: 1.107 -1.631 -0.022  0.03
O: -0.065 -1.181 -1.923  -0.05
C: -0.983 -0.158 -1.450  -0.15
C: -2.505 -0.389 -1.918  -0.33
C: -2.774 -1.820 -2.575  -0.09
C: -3.449 -0.208 -0.614  -0.08
H: 6.613 -2.233 -1.607  0.08
H: 6.977 -0.818 -0.496  0.06
H: 5.804 -2.105 0.098  0.07
H: 4.847 0.334 -0.878  0.11
H: 5.278 -0.360 -2.517  0.10
H: 3.596 -2.047 -2.500  0.13
H: 3.477 -2.198 -0.672  0.13
H: 3.305 0.209 -3.462  0.12
H: 1.554 -0.470 -3.689  0.12
H: 0.844 2.011 -3.594  0.15
H: 0.727 2.926 -1.110  0.10
H: 2.219 1.719 -0.461  0.09
H: -0.698 0.899 -1.786  0.11
H: -0.994 -0.156 -0.303  0.13
H: -2.811 0.411 -2.667  0.13
H: -3.920 -1.943 -2.614  0.08
H: -2.391 -2.691 -1.937  0.09
H: -2.408 -1.905 -3.659  0.08
H: -4.466 0.212 -0.912  0.05
H: -3.636 -1.208 -0.082  0.07
H: -2.997 0.533 0.137  0.08
C: 8.718 0.761 3.315  -0.02
C: 8.010 1.263 2.085  -0.50
C: 8.627 2.427 1.356  -0.02
O: 6.980 0.748 1.694  0.05
H: 8.161 -0.079 3.736  0.08
H: 9.722 0.420 3.053  0.09
H: 8.772 1.555 4.063  0.09
H: 9.627 2.160 1.008  0.09
H: 8.677 3.295 2.017  0.09
H: 8.011 2.681 0.492  0.08
C: -5.750 -3.025 1.259  -0.02
C: -6.578 -2.096 0.411  -0.48
C: -8.037 -1.960 0.759  -0.03
O: -6.083 -1.482 -0.517  0.03
H: -4.720 -3.026 0.897  0.07
H: -5.755 -2.685 2.297  0.09
H: -6.145 -4.041 1.192  0.09
H: -8.142 -1.574 1.774  0.09
H: -8.530 -2.931 0.669  0.09
H: -8.512 -1.262 0.069  0.07
C: 2.423 -1.005 4.483  -0.03
C: 2.143 0.226 3.661  -0.50
C: 2.286 0.107 2.168  -0.02
O: 1.813 1.273 4.184  0.05
H: 2.281 -0.773 5.540  0.08
H: 1.734 -1.804 4.203  0.09
H: 3.456 -1.326 4.330  0.08
H: 1.592 -0.642 1.786  0.06
H: 3.313 -0.165 1.913  0.09
H: 2.054 1.068 1.705  0.07
C: -6.912 1.885 -1.262  -0.02
C: -8.007 2.042 -0.242  -0.49
C: -8.772 3.340 -0.240  -0.03
O: -8.264 1.157 0.551  0.06
H: -6.450 0.903 -1.146  0.05
H: -7.329 1.959 -2.269  0.09
H: -6.150 2.652 -1.111  0.09
H: -9.271 3.478 -1.202  0.09
H: -8.092 4.172 -0.044  0.09
H: -9.528 3.313 0.546  0.08

Total charge: 0
Structure (SMILES): CCCN(C[C@H]1CO1)C(=O)OCC(C)C.CC(C)=O.CC(C)=O.CC(C)=O.CC(C)=O
HOMO energy (Eh): -0.334
HOMO-LUMO gap (eV): 9.85

=====

## ii
Here is 8 unconnected molecules or ions with the total composition C23H45NO7 from the OMol25 dataset. Energies are from ωB97M-V/def2-TZVPD.

Last column: Löwdin charge in e.
Geometry (Å):
C: -2.251 1.795 2.314  -0.02
C: -2.514 3.269 2.452  -0.49
C: -2.651 3.819 3.849  -0.02
O: -2.580 3.963 1.470  0.08
H: -2.833 1.200 3.023  0.09
H: -1.198 1.583 2.515  0.06
H: -2.494 1.478 1.302  0.06
H: -3.709 3.999 4.059  0.09
H: -2.143 4.778 3.921  0.09
H: -2.275 3.116 4.589  0.07
C: -6.454 -0.698 -1.785  -0.02
C: -5.387 0.215 -1.228  -0.50
C: -3.944 -0.207 -1.430  -0.01
O: -5.669 1.253 -0.688  0.08
H: -7.365 -0.583 -1.205  0.08
H: -6.138 -1.743 -1.791  0.08
H: -6.668 -0.426 -2.821  0.09
H: -3.826 -1.273 -1.243  0.06
H: -3.263 0.476 -0.937  0.05
H: -3.798 -0.123 -2.520  0.10
C: 2.586 0.302 -0.704  -0.01
C: 1.371 1.179 -0.802  -0.48
C: 0.071 0.606 -0.286  -0.01
O: 1.443 2.316 -1.211  0.08
H: 3.472 0.838 -1.038  0.08
H: 2.510 -0.637 -1.256  0.07
H: 2.794 0.010 0.329  0.06
H: 0.047 -0.469 -0.485  0.08
H: -0.785 1.100 -0.741  0.04
H: 0.000 0.783 0.787  0.07
C: 7.436 1.637 0.779  -0.02
C: 6.576 0.405 0.592  -0.51
C: 6.290 -0.437 1.809  -0.03
O: 6.129 0.126 -0.489  0.07
H: 8.374 1.526 0.231  0.09
H: 7.703 1.820 1.821  0.07
H: 6.914 2.503 0.378  0.09
H: 6.095 0.203 2.669  0.07
H: 7.181 -1.032 2.036  0.09
H: 5.475 -1.129 1.615  0.08
C: 1.086 -0.114 5.167  -0.02
C: 1.371 0.970 4.148  -0.50
C: 2.322 0.612 3.026  -0.03
O: 0.860 2.065 4.220  0.07
H: 0.477 0.312 5.960  0.08
H: 2.035 -0.465 5.572  0.08
H: 0.554 -0.947 4.708  0.09
H: 3.237 0.208 3.464  0.08
H: 2.573 1.528 2.494  0.09
H: 1.843 -0.112 2.371  0.07
C: -1.162 1.330 -3.589  -0.02
C: -1.776 2.708 -3.458  -0.49
C: -1.799 3.289 -2.074  -0.02
O: -2.168 3.312 -4.423  0.08
H: -1.388 0.696 -2.733  0.04
H: -0.078 1.457 -3.673  0.09
H: -1.489 0.853 -4.513  0.08
H: -2.318 2.627 -1.379  0.06
H: -2.310 4.251 -2.079  0.09
H: -0.784 3.458 -1.706  0.08
C: 0.005 -5.105 -3.632  -0.02
C: 0.939 -4.664 -2.529  -0.51
C: 1.512 -3.263 -2.587  -0.03
O: 1.110 -5.375 -1.569  0.06
H: -0.171 -6.169 -3.495  0.09
H: 0.339 -4.907 -4.647  0.08
H: -0.949 -4.610 -3.421  0.08
H: 2.030 -3.081 -1.644  0.07
H: 0.721 -2.526 -2.719  0.08
H: 2.264 -3.205 -3.376  0.09
C: -1.953 -3.468 -0.027  -0.06
C: -2.804 -4.417 -0.745  -0.28
N: -3.469 -5.111 -1.364  0.13
H: -2.204 -3.427 1.028  0.08
H: -2.070 -2.497 -0.506  0.05
H: -0.907 -3.755 -0.152  0.07

Total charge: 0
Structure (SMILES): CC(C)=O.CC(C)=O.CC(C)=O.CC(C)=O.CC(C)=O.CC(C)=O.CC(C)=O.CC#N
HOMO energy (Eh): -0.342
HOMO-LUMO gap (eV): 9.26

=====

Stability check: which of them is most stable? ii.

=====

## i
Here is 2 unconnected molecules or ions with the total composition C4H7ClN3 from the OMol25 dataset. Energies are from ωB97M-V/def2-TZVPD.

Last column: natural (NBO) charge in e.
Geometry (Å):
C: -0.014 1.640 -0.849  -0.08
C: -0.779 0.967 0.052  -0.11
C: 0.248 -1.185 1.364  0.14
C: 0.509 0.632 -1.867  -0.33
N: -0.289 -1.238 2.489  -0.70
N: -0.921 -0.310 -0.364  -0.02
N: -0.347 -0.485 -1.481  -0.26
Cl: 1.810 -1.677 1.211  0.09
H: 0.265 2.683 -0.933  0.25
H: -1.302 1.447 0.790  0.24
H: 0.222 0.838 -2.955  0.27
H: 1.500 0.478 -1.601  0.25
H: 0.313 -1.286 3.340  0.40
H: 0.005 -1.390 -1.822  0.43
H: -1.220 -1.115 2.627  0.42

Total charge: +1
HOMO energy (alpha / beta) (Eh): -0.458 / -0.458
HOMO-LUMO gap (alpha / beta) (eV): 7.61 / 7.61

=====

## ii
Here is a gas-phase ion, C4H7ClN3 (charge +1) from the OMol25 dataset. Energies are from ωB97M-V/def2-TZVPD.

Last column: natural (NBO) charge in e.
Geometry (Å):
N: -0.888 -0.266 -1.787  -0.86
C: 0.128 0.365 -1.017  0.30
Cl: 1.174 1.435 -2.043  0.00
C: -0.465 1.211 0.120  -0.24
C: -0.567 0.789 1.393  -0.01
N: 0.066 -0.412 1.872  -0.52
C: 0.878 -1.111 1.091  0.38
N: 1.049 -0.795 -0.170  -0.52
H: -0.635 -0.990 -2.446  0.41
H: -1.624 0.328 -2.095  0.41
H: -1.025 2.047 -0.359  0.26
H: -1.049 1.365 2.205  0.26
H: 0.045 -0.645 2.852  0.45
H: 1.367 -2.047 1.262  0.25
H: 1.547 -1.276 -0.878  0.44

Total charge: +1
Structure (SMILES): N[C@@]1(Cl)C=CNC=[NH+]1
HOMO energy (Eh): -0.508
HOMO-LUMO gap (eV): 9.72

=====

Stability check: which of them is most stable? ii.

=====

## i
Here is 2 unconnected molecules or ions with the total composition C4H12NO2 from the OMol25 dataset. Energies are from ωB97M-V/def2-TZVPD.

Last column: natural (NBO) charge in e.
Geometry (Å):
C: -1.244 -1.120 -0.446  -0.46
N: 0.015 -1.952 0.098  -0.64
C: 1.210 -1.191 -0.204  -0.24
C: 1.659 -0.190 0.880  -0.44
C: 0.572 0.936 1.014  -0.04
O: 0.347 1.785 -0.113  -1.00
H: -2.169 -1.448 0.046  0.17
H: -1.329 -1.257 -1.570  0.18
H: -1.160 0.026 -0.172  0.25
H: -0.195 -1.856 1.141  0.33
H: 1.007 -0.559 -1.061  0.22
H: 2.015 -1.929 -0.456  0.16
H: 1.849 -0.687 1.881  0.16
H: 2.572 0.319 0.565  0.19
H: -0.378 0.362 1.270  0.08
H: 0.747 1.505 1.943  0.11
H: -1.334 2.198 -1.027  0.53
H: -2.000 2.742 -2.297  0.45
O: -2.186 2.315 -1.493  -1.00

Total charge: -1
HOMO energy (Eh): -0.114
HOMO-LUMO gap (eV): 7.33

=====

## ii
Here is 2 unconnected molecules or ions with the total composition C4H12NO2 from the OMol25 dataset. Energies are from ωB97M-V/def2-TZVPD.

Last column: natural (NBO) charge in e.
Geometry (Å):
C: 0.789 -1.671 -0.992  -0.63
C: 0.558 -0.980 0.361  -0.03
C: 1.942 -0.787 1.054  -0.63
N: -0.176 0.262 0.306  -0.75
C: -0.007 1.566 -0.468  0.16
O: 0.260 2.585 0.314  -0.93
H: 1.772 -2.121 -1.143  0.19
H: 0.039 -2.427 -1.247  0.19
H: 0.666 -0.923 -1.773  0.22
H: -0.081 -1.653 0.941  0.17
H: 2.427 0.002 0.481  0.22
H: 1.815 -0.487 2.090  0.20
H: 2.565 -1.676 0.918  0.17
H: -0.412 0.568 1.238  0.37
H: 0.757 1.306 -1.259  0.04
H: -0.972 1.714 -1.012  0.07
H: -2.829 -1.247 -1.050  0.45
H: -2.081 -0.221 -0.230  0.51
O: -2.975 -0.603 -0.350  -0.98

Total charge: -1
HOMO energy (Eh): -0.094
HOMO-LUMO gap (eV): 6.36

=====

## iii
Here is 2 unconnected molecules or ions with the total composition C4H12NO2 from the OMol25 dataset. Energies are from ωB97M-V/def2-TZVPD.

Last column: natural (NBO) charge in e.
Geometry (Å):
C: 0.852 1.458 0.029  -0.64
C: -0.567 1.879 0.515  -0.18
N: -1.670 0.957 0.181  -0.68
C: -1.441 -0.428 -0.327  -0.26
C: -0.856 -1.292 0.800  -0.05
O: -1.160 -0.768 2.031  -0.96
H: 1.522 2.199 0.453  0.20
H: 0.901 1.285 -1.025  0.19
H: 1.256 0.529 0.529  0.22
H: -0.533 2.085 1.599  0.18
H: -0.689 2.978 0.064  0.12
H: -2.310 1.062 1.025  0.39
H: -0.960 -0.439 -1.306  0.16
H: -2.478 -0.866 -0.482  0.18
H: -1.273 -2.383 0.634  0.05
H: 0.213 -1.634 0.754  0.07
H: 3.485 -2.609 -1.298  0.47
H: 2.451 -1.732 -1.930  0.48
O: 3.256 -2.282 -2.246  -0.95

Total charge: -1
HOMO energy (Eh): -0.086
HOMO-LUMO gap (eV): 5.76

=====

## iv
Here is 2 unconnected molecules or ions with the total composition C4H12NO2 from the OMol25 dataset. Energies are from ωB97M-V/def2-TZVPD.

Last column: natural (NBO) charge in e.
Geometry (Å):
C: -0.220 0.880 -1.098  -0.04
O: -1.102 1.218 -0.087  -0.95
C: 0.317 -0.558 -1.178  -0.43
C: 1.256 -0.937 -0.019  -0.40
C: 0.451 -1.047 1.292  -0.24
N: -0.355 -2.305 1.305  -0.88
H: 0.669 1.556 -1.064  0.10
H: -0.705 1.093 -2.072  0.10
H: 0.813 -0.733 -2.135  0.18
H: -0.589 -1.168 -1.114  0.19
H: 2.167 -0.375 0.173  0.20
H: 1.590 -1.975 -0.223  0.17
H: 1.080 -1.172 2.183  0.15
H: -0.182 -0.165 1.388  0.24
H: -0.450 -2.664 0.377  0.35
H: -1.225 -2.197 1.796  0.35
H: -1.241 4.049 0.768  0.44
H: -1.124 2.737 -0.186  0.51
O: -1.151 3.763 -0.108  -1.05

Total charge: -1
HOMO energy (Eh): -0.115
HOMO-LUMO gap (eV): 7.36

=====

Stability check: which of them is most stable? iv.

=====

## i
Here is 2 unconnected molecules or ions with the total composition C4H12NO2 from the OMol25 dataset. Energies are from ωB97M-V/def2-TZVPD.

Last column: natural (NBO) charge in e.
Geometry (Å):
C: -2.270 1.820 0.028  -0.61
C: -1.131 0.971 -0.480  -0.20
N: 0.223 1.578 -0.325  -0.71
C: 1.401 1.238 -1.106  -0.25
C: 2.242 0.164 -0.264  -0.05
O: 1.788 -0.058 1.004  -0.94
H: -3.379 1.408 -0.121  0.18
H: -2.133 2.003 1.065  0.20
H: -2.164 2.766 -0.517  0.20
H: -1.248 0.642 -1.617  0.15
H: -1.302 -0.014 -0.001  0.16
H: 0.478 1.170 0.640  0.42
H: 1.120 0.772 -2.014  0.16
H: 1.934 2.279 -1.301  0.15
H: 3.361 0.208 -0.471  0.08
H: 2.274 -0.838 -0.805  0.07
H: -2.253 -4.163 0.531  0.47
H: -1.368 -4.270 1.820  0.48
O: -1.580 -4.712 0.996  -0.95

Total charge: -1
HOMO energy (Eh): -0.088
HOMO-LUMO gap (eV): 5.71

=====

## ii
Here is 2 unconnected molecules or ions with the total composition C4H12NO2 from the OMol25 dataset. Energies are from ωB97M-V/def2-TZVPD.

Last column: natural (NBO) charge in e.
Geometry (Å):
C: -0.551 -0.938 -1.427  -0.42
N: 0.642 -0.333 -0.845  -0.68
C: 0.444 -1.611 1.274  -0.62
C: 0.654 -0.258 0.619  -0.08
C: -0.339 0.774 1.172  -0.06
O: 0.005 2.080 0.850  -0.81
H: -0.680 -1.964 -1.090  0.16
H: -1.470 -0.381 -1.235  0.17
H: -0.432 -0.946 -2.494  0.19
H: 0.644 0.638 -1.198  0.43
H: 0.637 -1.524 2.345  0.20
H: 1.127 -2.371 0.869  0.20
H: -0.570 -1.967 1.135  0.19
H: 1.645 0.118 0.867  0.18
H: -0.378 0.669 2.263  0.13
H: -1.337 0.507 0.789  0.13
H: -0.149 2.218 -0.188  0.51
H: 0.311 3.012 -2.038  0.42
O: -0.204 2.277 -1.668  -1.26

Total charge: -1
HOMO energy (Eh): -0.135
HOMO-LUMO gap (eV): 7.70

=====

## iii
Here is a molecular structure, C4H12NO2 from the OMol25 dataset. Energies are from ωB97M-V/def2-TZVPD.

Last column: natural (NBO) charge in e.
Geometry (Å):
C: 1.443 0.373 0.996  -0.41
N: -0.006 0.501 1.061  -0.66
C: -0.155 -1.938 0.434  -0.62
C: -0.794 -0.556 0.406  -0.07
C: -1.219 -0.225 -1.039  -0.05
O: -1.437 1.128 -1.276  -0.89
H: 1.814 -0.362 1.703  0.16
H: 1.839 0.138 0.001  0.15
H: 1.880 1.331 1.270  0.20
H: -0.216 1.356 0.551  0.41
H: -0.670 -2.599 -0.252  0.20
H: -0.022 -2.427 1.393  0.19
H: 0.870 -1.884 0.027  0.19
H: -1.706 -0.637 1.011  0.16
H: -2.159 -0.768 -1.184  0.13
H: -0.389 -0.559 -1.698  0.11
H: -0.513 1.966 -1.085  0.48
H: 1.099 2.418 -1.411  0.43
O: 0.341 2.744 -0.908  -1.11

Total charge: -1
HOMO energy (Eh): -0.138
HOMO-LUMO gap (eV): 7.74

=====

Stability check: which of them is most stable? ii.